[1]
The following is a DFT calculation (ωB97M-V/def2-TZVPD) of a cluster of 20 separate species, C48H73IN20O3S in total in a non-equilibrium geometry.

Geometry (Å):
C -4.2186 0.3322 -2.4240
C -3.1419 -0.7246 -1.7040
C -3.6661 -1.0283 -0.1820
I -5.4908 -2.2627 -0.3977
C -2.5489 -1.6570 0.8353
S -2.3203 -0.2372 2.0848
C -3.0314 -2.9036 1.8408
C -2.6168 -4.1874 0.8521
O -2.8697 -5.4917 0.9953
O -1.8196 -3.6573 -0.3038
C -1.2110 -2.4038 0.2548
N -0.2299 -1.6598 -0.6192
C 0.5118 -2.5579 -1.5827
C 0.6765 -0.7292 0.1485
C 1.2330 -0.9214 1.6766
O 1.1178 0.3697 -0.5243
H -3.5794 1.2228 -2.8953
H -4.7878 -0.1573 -3.3368
H -4.9348 0.8430 -1.6421
H -3.1810 -1.7659 -2.2850
H -2.0977 -0.1985 -1.7783
H -4.0192 0.0127 0.2784
H -2.3190 0.9745 1.3241
H -4.1164 -2.8719 2.2773
H -2.3524 -2.7514 2.8089
H -0.7381 -2.8471 1.2570
H -0.2129 -3.1188 -2.3131
H 1.2140 -3.2510 -0.9539
H 1.1949 -1.8402 -2.2481
H 0.3903 -1.1784 2.4616
H 2.0431 -1.7951 1.7377
H 1.8057 0.0829 1.9741
C 0.7179 0.2502 5.4547
C -0.2199 -0.8886 5.0889
N -0.9978 -1.8335 4.7855
H 1.0016 0.1759 6.5082
H 1.6202 0.2028 4.8387
H 0.2219 1.2102 5.2865
C -2.0587 1.9387 8.2525
C -0.9650 2.7685 7.6000
N -0.0576 3.4567 7.0587
H -2.3765 1.1416 7.5747
H -1.6856 1.4915 9.1779
H -2.9190 2.5726 8.4849
C 2.8251 -4.0081 6.1161
C 3.0879 -2.8416 5.1777
N 3.3060 -1.8739 4.3992
H 3.4501 -4.8604 5.8355
H 3.0580 -3.7190 7.1446
H 1.7737 -4.3032 6.0585
C 1.4251 -8.1441 4.6865
C 2.6690 -7.4245 5.1820
N 3.7007 -6.8275 5.5933
H 0.7300 -8.3013 5.5158
H 0.9307 -7.5463 3.9159
H 1.6996 -9.1143 4.2631
C 5.7262 -0.6747 1.0387
C 4.7884 -1.8136 0.6729
N 4.0104 -2.7585 0.3695
H 6.0099 -0.7491 2.0922
H 6.6284 -0.7221 0.4228
H 5.2302 0.2853 0.8705
C -1.9001 4.1258 2.2724
C -2.2415 3.1230 3.3624
N -2.5249 2.2911 4.2666
H -2.8157 4.4756 1.7874
H -1.3766 4.9829 2.7049
H -1.2569 3.6569 1.5226
C -0.7257 3.8548 -2.3713
C -1.6566 3.0989 -1.4373
N -2.4287 2.4718 -0.6623
H -0.0370 4.4745 -1.7903
H -0.1475 3.1485 -2.9735
H -1.3076 4.4978 -3.0375
C 3.0611 -4.4462 -3.4937
C 3.2811 -3.4424 -4.6137
N 3.4635 -2.6097 -5.5428
H 1.9908 -4.6253 -3.3585
H 3.5522 -5.3920 -3.7389
H 3.4783 -4.0600 -2.5596
C 2.9036 2.7764 3.9947
C 3.8354 2.7428 2.7943
N 4.6083 2.7150 1.7984
H 2.8173 3.7995 4.3712
H 1.9114 2.4181 3.7067
H 3.2965 2.1364 4.7896
C 0.4702 4.2155 -6.4153
C -0.8078 4.0549 -5.6081
N -1.8679 3.9216 -4.9385
H 1.1019 3.3313 -6.2932
H 0.2290 4.3373 -7.4749
H 1.0199 5.0961 -6.0717
C -1.9141 5.3170 -10.1840
C -0.6703 6.0366 -9.6885
N 0.3614 6.6336 -9.2772
H -2.6093 5.1598 -9.3547
H -2.4086 5.9148 -10.9546
H -1.6397 4.3468 -10.6074
C -1.2491 -7.3333 -1.3923
C -0.1554 -6.5036 -2.0447
N 0.7520 -5.8154 -2.5861
H -1.5670 -8.1304 -2.0701
H -0.8760 -7.7805 -0.4668
H -2.1094 -6.6994 -1.1599
C 0.9828 0.2927 11.3572
C 0.0212 -0.2488 10.3120
N -0.7766 -0.6982 9.4450
H 0.5818 0.1171 12.3593
H 1.9508 -0.2080 11.2682
H 1.1232 1.3676 11.2132
C -5.5895 5.7211 -5.0365
C -4.7669 5.7079 -6.3146
N -4.0844 5.6968 -7.3749
H -5.9845 4.7212 -4.8370
H -4.9649 6.0318 -4.1944
H -6.4243 6.4202 -5.1377
C -7.4283 10.1512 -5.9322
C -7.7697 9.1483 -4.8422
N -8.0531 8.3164 -3.9379
H -8.3439 10.5009 -6.4171
H -6.9048 11.0082 -5.4996
H -6.7851 9.6822 -6.6819
C 2.6885 -4.0656 11.2000
C 2.9513 -2.8991 10.2615
N 3.1694 -1.9314 9.4830
H 3.3135 -4.9179 10.9194
H 2.9214 -3.7765 12.2285
H 1.6371 -4.3607 11.1424
C 10.2014 -1.6699 -0.2500
C 9.4056 -0.9976 0.8569
N 8.7456 -0.4398 1.7753
H 11.2347 -1.3122 -0.2364
H 10.1979 -2.7538 -0.1061
H 9.7571 -1.4381 -1.2219
C -5.6299 6.7808 -11.3528
C -4.6981 6.7472 -12.5533
N -3.9252 6.7194 -13.5492
H -5.7162 7.8039 -10.9764
H -6.6221 6.4225 -11.6408
H -5.2370 6.1408 -10.5580
C 4.0513 -7.3496 -6.7474
C 4.3661 -7.6981 -5.3018
N 4.6274 -7.9871 -4.1025
H 3.5548 -6.3766 -6.7968
H 4.9753 -7.3078 -7.3307
H 3.3920 -8.1080 -7.1786

Computed properties:
highest occupied orbital energy: -0.312 hartree
calculated total energy: -105815.1817 eV
HOMO-LUMO gap: 8.625 eV


[2]
The following is a DFT calculation (ωB97M-V/def2-TZVPD) of a cluster of 18 separate species, C48H75N15O24S3 in total in a non-equilibrium geometry.

Geometry (Å):
C -1.4903 -2.3473 -7.7005
N -2.0463 -1.7391 -6.4222
O -3.1530 -2.0355 -6.1915
O -1.4386 -0.7968 -5.8416
H -2.1646 -2.3460 -8.5569
H -1.3122 -3.3775 -7.3921
H -0.6405 -1.6973 -7.9087
C 3.1796 1.1369 4.8562
N 3.7025 2.1231 5.8447
O 2.8944 3.0238 6.1068
O 4.6837 1.7834 6.4918
H 2.8600 0.2522 5.4069
H 4.0308 0.8143 4.2567
H 2.5189 1.5711 4.1059
C -4.2808 0.2952 -0.8115
N -5.1478 0.1574 0.3868
O -4.6644 -0.4831 1.3555
O -6.2699 0.6642 0.3723
H -3.2808 0.0176 -0.4781
H -4.1677 1.3213 -1.1612
H -4.6426 -0.4121 -1.5578
C -0.3381 4.4730 -1.4718
N -0.5892 4.8102 -2.9158
O 0.4065 4.6222 -3.6185
O -1.6498 5.2339 -3.2871
H -0.7016 3.4460 -1.4382
H -0.9418 5.0902 -0.8065
H 0.7311 4.3606 -1.2925
C 2.1067 0.1199 -6.0005
N 2.7038 -0.4178 -4.6863
O 2.8408 0.4310 -3.7939
O 2.7860 -1.6013 -4.5288
H 1.5440 -0.7004 -6.4460
H 2.9577 0.3382 -6.6457
H 1.5660 1.0388 -5.7736
C 0.6242 -0.1349 -0.5320
N -0.4297 -1.1621 -0.6583
O -0.8716 -1.8916 0.2077
O -0.8561 -1.1798 -1.8032
H 0.4689 0.2562 0.4735
H 0.5533 0.6393 -1.2960
H 1.5869 -0.6443 -0.5744
C 6.0375 6.1001 -2.4893
C 6.7586 5.3692 -1.3234
O 5.9025 4.2737 -1.2217
S 4.2502 4.5323 -1.4427
O 3.6812 5.1586 -0.2705
O 3.5969 3.2848 -1.7886
O 4.7346 5.5018 -2.7337
H 6.6537 6.2273 -3.3794
H 5.9253 7.1711 -2.3206
H 6.6178 5.8511 -0.3559
H 7.7614 4.9956 -1.5307
C 0.8017 -3.6734 -2.8867
C 0.7073 -3.8447 -4.4177
O 0.0927 -5.0590 -4.7490
S 0.2989 -6.2225 -3.5946
O 1.3991 -7.1687 -4.0130
O -0.9961 -6.7721 -3.2149
O 0.7303 -4.9890 -2.4507
H -0.1259 -3.1736 -2.6075
H 1.6299 -3.0662 -2.5212
H 1.6924 -4.0162 -4.8515
H 0.2917 -2.9840 -4.9418
C -3.0187 6.3586 1.6132
C -3.5347 5.4385 2.7141
O -3.6545 4.0962 2.2618
S -3.9846 4.1032 0.7021
O -5.4386 4.1841 0.4511
O -3.2159 3.0394 0.0487
O -3.2948 5.5989 0.3980
H -1.9319 6.4413 1.6120
H -3.5502 7.3036 1.7256
H -4.5743 5.6847 2.9300
H -3.0643 5.6287 3.6788
N 4.6371 -0.7811 1.4973
C 3.6817 0.1518 1.4448
C 2.6191 -0.3933 2.0934
C 2.9364 -1.7393 2.3806
C 4.2190 -1.9620 2.0227
H 5.5478 -0.6469 1.0816
H 3.7766 1.1324 1.0024
H 1.7194 0.1408 2.3608
H 2.1938 -2.4095 2.7879
H 4.8495 -2.7954 2.2954
N -4.5093 0.3478 -4.5720
C -5.4907 1.2938 -4.8508
C -5.0891 2.5674 -4.3986
C -3.6447 2.4217 -4.0973
C -3.4599 0.9808 -4.0145
H -4.4737 -0.6462 -4.7477
H -6.3809 0.9130 -5.3294
H -5.6296 3.4981 -4.3090
H -3.0797 3.3132 -3.8684
H -2.5135 0.5089 -3.7951
N -4.2547 -1.9368 4.1664
C -4.9254 -0.7597 4.5442
C -5.4046 -1.0103 5.7953
C -5.1613 -2.3078 6.2482
C -4.4198 -2.8646 5.2598
H -3.8878 -2.1737 3.2557
H -4.8628 0.0748 3.8616
H -5.9152 -0.2578 6.3779
H -5.3986 -2.6606 7.2410
H -3.8855 -3.7974 5.1560
N 3.3707 -7.7016 2.0847
C 3.3198 -6.5409 1.3419
C 2.2512 -5.7795 1.8279
C 1.4085 -6.7236 2.5587
C 2.1733 -7.8580 2.8050
H 4.1130 -8.3856 2.1211
H 4.1232 -6.3906 0.6359
H 1.9707 -4.7806 1.5279
H 0.6090 -6.3306 3.1693
H 2.0346 -8.7682 3.3695
N -0.8342 1.0880 5.7823
C -1.6059 0.2073 5.0472
C -1.3870 0.4831 3.6702
C -0.3618 1.3622 3.6196
C -0.0663 1.8751 4.9542
H -0.8613 1.2144 6.7840
H -2.2641 -0.4686 5.5731
H -1.7949 0.0406 2.7734
H -0.0042 1.6879 2.6539
H 0.5979 2.6745 5.2478
N 0.1736 5.4365 4.0350
C 0.4693 6.6869 4.4854
C 1.3280 7.2575 3.5949
C 1.7749 6.2471 2.7053
C 0.9167 5.1263 2.9558
H -0.4267 4.7943 4.5323
H 0.0411 7.0472 5.4091
H 1.5880 8.3019 3.5057
H 2.5421 6.2366 1.9453
H 0.7611 4.1640 2.4907
N 8.1516 0.6694 -3.6895
C 7.5581 1.2779 -2.6056
C 6.2587 0.7489 -2.4892
C 6.1149 -0.1418 -3.5596
C 7.2985 -0.2265 -4.2173
H 9.1058 0.8894 -3.9367
H 8.1175 2.0109 -2.0433
H 5.4770 0.9693 -1.7773
H 5.3147 -0.7831 -3.8984
H 7.6016 -0.9294 -4.9792
N -1.9478 -5.3800 4.4803
C -2.2676 -6.1213 3.3624
C -2.3115 -5.2078 2.2708
C -2.0318 -3.9268 2.7679
C -1.6720 -4.0531 4.0724
H -1.9112 -5.6840 5.4428
H -2.3775 -7.1929 3.4392
H -2.6028 -5.3680 1.2432
H -2.0252 -3.0142 2.1904
H -1.5836 -3.2543 4.7939
N -5.4020 -3.5359 -2.1540
C -4.9546 -3.1787 -0.9176
C -3.5693 -3.3425 -0.9966
C -3.1776 -3.8415 -2.1844
C -4.3123 -3.9078 -2.9225
H -6.3575 -3.5582 -2.4804
H -5.6891 -2.9479 -0.1602
H -2.8630 -3.2573 -0.1840
H -2.1665 -4.1699 -2.3752
H -4.3774 -4.3756 -3.8937

Computed properties:
highest occupied orbital energy: -0.276 hartree
calculated total energy: -154960.4110 eV
HOMO-LUMO gap: 7.258 eV


[3]
The following is a DFT calculation (ωB97M-V/def2-TZVPD) of a cluster of 11 separate species, C48H76N4O7 in total in a non-equilibrium geometry.

Geometry (Å):
C -7.5371 0.5352 -1.8964
C -7.1619 1.9764 -2.2178
C -6.4399 2.4088 -0.9601
O -5.8293 1.2022 -0.5586
C -6.2156 0.0202 -1.3516
H -7.8866 -0.0991 -2.7110
H -8.2529 0.5665 -1.0750
H -8.0694 2.5735 -2.3067
H -6.4527 2.0897 -3.0378
H -7.2226 2.5742 -0.2197
H -5.8094 3.2605 -1.2151
H -6.3480 -0.8824 -0.7550
H -5.3840 -0.2343 -2.0088
C -2.0209 -5.2791 -1.9070
C -0.5829 -5.2273 -2.4605
C -0.1741 -6.7081 -2.1044
O -1.2657 -7.5209 -2.5742
C -2.3828 -6.7211 -2.4500
H -2.5755 -4.4639 -2.3717
H -2.1879 -5.1267 -0.8407
H 0.0027 -4.4882 -1.9136
H -0.5616 -5.0467 -3.5352
H 0.0993 -6.9067 -1.0681
H 0.6870 -7.0190 -2.6960
H -3.0830 -7.1769 -1.7500
H -2.8759 -6.6920 -3.4216
C 7.6813 1.4581 0.0629
C 6.7345 2.6334 0.3819
C 7.2686 3.0555 1.7876
O 8.2931 2.2510 2.1229
C 8.8541 1.6180 1.0053
H 7.9789 1.4634 -0.9857
H 7.1752 0.4997 0.1794
H 5.6602 2.4562 0.3321
H 6.8091 3.4578 -0.3272
H 6.5357 2.9912 2.5919
H 7.6616 4.0714 1.7470
H 9.1227 0.6020 1.2947
H 9.6415 2.2482 0.5920
C 5.2524 -3.5631 4.9271
C 5.2906 -2.2244 4.2103
C 5.2209 -1.1112 5.2797
O 4.2382 -1.7021 6.1377
C 4.4944 -3.1566 6.1872
H 6.2814 -3.9161 4.9944
H 4.6061 -4.2306 4.3572
H 4.4969 -2.0718 3.4789
H 6.2039 -2.1075 3.6268
H 5.0258 -0.0894 4.9540
H 6.1567 -0.9610 5.8180
H 3.5427 -3.6149 6.4561
H 5.2143 -3.3655 6.9786
C -3.2111 -1.1064 -8.6249
C -2.3919 -0.8351 -7.3271
C -3.4145 -1.1054 -6.2235
O -4.7132 -0.9239 -6.7892
C -4.6661 -1.0155 -8.2057
H -3.0131 -2.0373 -9.1561
H -3.0908 -0.3204 -9.3704
H -2.0211 0.1893 -7.2943
H -1.6680 -1.6154 -7.0918
H -3.3732 -0.3858 -5.4058
H -3.1713 -2.1206 -5.9097
H -5.1977 -0.1225 -8.5344
H -5.3714 -1.8136 -8.4375
C -1.4738 -6.7817 5.1270
C -1.6039 -5.4352 5.6807
C -0.9300 -4.4808 4.6789
O -0.1516 -5.2531 3.8346
C -0.7768 -6.4997 3.7468
H -2.3804 -7.3823 5.0538
H -0.8421 -7.3795 5.7840
H -1.1825 -5.2666 6.6717
H -2.6404 -5.1847 5.9067
H -0.3940 -3.6170 5.0722
H -1.6963 -3.9183 4.1455
H -0.1968 -7.3737 3.4504
H -1.6129 -6.5904 3.0534
C 0.1560 0.6471 -1.1098
C 0.9573 0.3423 0.1202
C -0.0040 0.7002 1.2429
O -0.8798 1.6871 0.6700
C -0.4744 1.9722 -0.6517
H -0.6843 -0.0435 -1.1814
H 0.6964 0.6038 -2.0554
H 1.8666 0.9430 0.1417
H 1.2420 -0.6942 0.3011
H 0.5272 1.0831 2.1144
H -0.6211 -0.1398 1.5618
H 0.1013 2.8978 -0.6527
H -1.3819 2.2147 -1.2045
N 2.5354 1.0744 -7.1506
C 2.5678 2.0880 -6.2121
C 3.7026 2.6315 -5.6304
C 4.9334 2.1048 -5.9220
C 4.9772 1.0424 -6.8332
C 3.7670 0.5817 -7.3846
H 1.6495 2.5864 -5.9386
H 3.6686 3.4797 -4.9627
H 5.8550 2.4456 -5.4737
H 5.9267 0.6312 -7.1426
H 3.8547 -0.2759 -8.0352
N 2.8514 5.7491 3.8643
C 1.6613 5.2341 3.6786
C 0.6255 5.2531 4.6441
C 0.9717 5.7192 5.9101
C 2.2073 6.2900 6.1537
C 3.1007 6.2580 5.0818
H 1.4675 4.8947 2.6718
H -0.4040 5.0200 4.4154
H 0.2109 5.6695 6.6750
H 2.5737 6.6287 7.1115
H 4.0908 6.6851 5.1415
N -1.0779 5.2399 -6.4777
C -0.2446 6.0601 -5.7990
C -0.3819 6.3027 -4.4273
C -1.4887 5.8192 -3.7285
C -2.3824 5.0360 -4.4821
C -2.1187 4.6597 -5.7737
H 0.7090 6.2395 -6.2732
H 0.1387 7.1024 -3.9215
H -1.5891 6.0107 -2.6704
H -3.3358 4.8134 -4.0260
H -2.7985 4.0392 -6.3388
N -4.7876 -0.8856 5.6860
C -5.1668 -1.3980 6.8846
C -4.8173 -0.7419 8.0930
C -4.0579 0.3967 8.0968
C -3.7806 0.9483 6.8072
C -4.1923 0.3388 5.6249
H -5.8024 -2.2707 6.8557
H -5.0643 -1.1890 9.0446
H -3.6646 0.9548 8.9336
H -3.1696 1.8251 6.6514
H -3.9483 0.7621 4.6618

Computed properties:
highest occupied orbital energy: -0.341 hartree
calculated total energy: -71292.5431 eV
SMILES string: c1ccncc1.c1ccncc1.c1ccncc1.c1ccncc1.C1CCOC1.C1CCOC1.C1CCOC1.C1CCOC1.C1CCOC1.C1CCOC1.C1CCOC1
HOMO-LUMO gap: 9.510 eV